The following is a quantum chemistry calculation of a 2-piece molecular cluster, C5H14N2O overall at a distorted geometry, from the OMol25 dataset.

Its net charge is 0. For the LUMO energy, the calculation gives -3.69 eV. As for the total energy: -383.35605 hartree. The largest force on an atom comes out at 4.2 eV Å⁻¹. As for the gap between HOMO and LUMO: 3.9 eV.

Element x y z (Å)
C: -0.74029 1.18633 0.90986
N: 0.58345 0.83558 0.39073
C: 0.66161 1.10301 -1.10184
C: -1.86459 0.39759 0.07674
C: -1.50636 -1.02495 -0.17500
N: -2.11328 1.21012 -1.05867
C: 2.85982 -1.47032 0.79565
O: 1.36528 -1.69163 0.61334
H: -0.91252 2.26511 0.70927
H: -0.74660 1.01520 1.99572
H: 0.65574 -0.17643 0.45484
H: 0.41191 2.13929 -1.34427
H: -0.14058 0.50403 -1.58240
H: 1.59366 0.78789 -1.51486
H: -2.73694 0.41318 0.72207
H: -2.20039 -1.45477 -0.80760
H: -0.56469 -1.11366 -0.66566
H: -1.37942 -1.59665 0.82455
H: -2.94753 0.90484 -1.65372
H: 3.05753 -0.51961 1.31038
H: 3.34078 -2.30182 1.32787
H: 3.32342 -1.41234 -0.22701

Forces on the atoms, in the same order (eV/Å):
0.75 0.50 -0.40
-2.03 2.06 -3.00
-0.75 0.64 2.61
1.49 1.90 -0.33
0.72 -1.07 2.75
-1.51 -0.13 0.12
-2.79 0.06 -1.84
2.71 0.40 0.45
-0.19 -0.56 0.15
-0.18 -0.26 -0.43
1.95 -2.28 1.05
0.25 -0.16 0.21
-0.51 -0.01 -0.32
0.71 -0.31 -0.07
-0.43 0.38 0.55
-1.67 -1.25 -1.10
0.81 -0.07 -0.35
-0.42 0.82 -1.70
1.84 -0.55 0.57
-0.10 -0.16 0.12
-0.41 0.10 0.11
-0.23 -0.07 0.83

---

The following is a quantum chemistry calculation of a 2-piece molecular cluster, C5H14N2O overall at a distorted geometry, from the OMol25 dataset.

Its net charge is 0. For the LUMO energy, the calculation gives 0.90 eV. The SMILES is [H]/N=C/N.COC(C)C. As for the total energy: -383.61008 hartree. The largest force on an atom comes out at 3.3 eV Å⁻¹. As for the gap between HOMO and LUMO: 9.8 eV.

Element x y z (Å)
C: -2.45803 0.67166 -0.06277
C: 0.67704 -0.67302 -0.52756
C: 1.01360 1.28849 1.26168
C: 0.40310 -1.73894 0.51309
C: 2.13244 -0.57975 -0.94143
N: -3.03030 -0.43679 -0.34498
N: -2.05139 1.52130 -1.04065
O: 0.30726 0.74662 0.18782
H: -3.50591 -0.84970 0.45050
H: -2.29413 1.04692 0.95516
H: 0.05261 -0.82766 -1.40758
H: -1.16309 1.97289 -0.86915
H: -2.14486 1.17115 -1.98176
H: 2.10373 1.17122 1.20146
H: 0.67938 0.86093 2.21607
H: 0.80712 2.36623 1.25651
H: 2.77161 -0.43774 -0.07300
H: 0.62152 -2.71922 0.08590
H: 1.01643 -1.59454 1.39920
H: -0.64694 -1.72194 0.79909
H: 2.42584 -1.49514 -1.45710
H: 2.28299 0.25703 -1.62053

Forces on the atoms, in the same order (eV/Å):
-0.54 -0.71 0.22
0.78 1.91 2.41
0.43 -0.45 0.21
-0.16 0.08 -0.36
-0.34 0.05 -0.03
-0.28 0.41 -0.14
0.38 0.56 -0.32
-0.26 -2.06 -2.51
0.39 -0.04 0.19
-0.07 -0.03 -0.20
-0.43 0.81 0.31
-0.13 -0.06 0.04
-0.08 -0.17 0.03
-0.06 -0.03 -0.07
0.07 0.08 0.03
0.00 -0.20 0.08
0.10 -0.11 0.02
0.04 -0.07 0.06
0.13 0.01 0.04
-0.02 0.01 -0.01
0.05 -0.04 0.04
0.00 0.04 -0.05

---

The following is a quantum chemistry calculation of a 2-piece molecular cluster, C5H14N2O overall at a distorted geometry, from the OMol25 dataset.

Its net charge is 0. For the LUMO energy, the calculation gives 0.81 eV. The SMILES is C=NCC[C@@H](C)N.O. As for the total energy: -383.55824 hartree. The largest force on an atom comes out at 2.7 eV Å⁻¹. As for the gap between HOMO and LUMO: 9.8 eV.

Element x y z (Å)
C: 1.23536 -0.26155 1.25948
C: 0.39844 0.63982 0.36831
C: -0.69183 0.07431 -0.63582
C: -2.09687 -0.31776 -0.14552
C: -1.70586 -1.18250 2.11587
N: -2.17479 -0.35195 1.29114
N: 1.27090 1.47482 -0.46446
H: 1.00664 -1.32022 1.14988
H: 1.17730 0.03652 2.31019
H: 2.31297 -0.10201 1.15513
H: -0.21728 1.27496 1.05657
H: -0.73939 0.97647 -1.24675
H: -0.19602 -0.76137 -1.08973
H: -2.85151 0.44014 -0.26370
H: -2.48817 -1.16907 -0.81213
H: -1.32645 -2.16775 1.93550
H: -2.01489 -0.93989 3.08766
H: 2.09871 1.14097 -0.84264
H: 1.65525 2.36146 -0.17968
H: 1.41080 0.74944 -3.32426
H: 2.40060 -0.41386 -3.17295
O: 1.53610 -0.18098 -3.55208

Forces on the atoms, in the same order (eV/Å):
0.44 -0.39 0.73
-0.82 1.30 0.44
0.96 0.82 1.08
-0.31 -0.55 -0.62
-1.50 0.15 -1.28
0.41 -0.42 0.80
-0.95 2.00 -0.29
0.08 -0.07 0.13
-0.73 -0.30 0.08
-0.09 -0.24 -0.83
0.83 0.01 -0.68
-0.29 -0.72 -0.69
-0.02 -0.33 -0.94
0.11 0.71 -1.24
0.65 0.43 1.53
0.67 -0.59 -0.44
0.31 0.07 1.81
1.35 -2.28 -0.73
-1.08 0.44 1.11
-0.06 -0.15 0.08
-0.47 0.13 -0.23
0.50 -0.01 0.19

---

The following is a quantum chemistry calculation of the molecule C5H14N2O at a distorted geometry, from the OMol25 dataset.

Its net charge is 0. For the LUMO energy, the calculation gives 1.03 eV. The SMILES is CCNC[C@@H](N)CO. As for the total energy: -383.57622 hartree. The largest force on an atom comes out at 4.6 eV Å⁻¹. As for the gap between HOMO and LUMO: 9.9 eV.

Element x y z (Å)
N: -2.09642 1.60286 0.23339
C: -0.68635 1.09322 0.34699
C: -0.17953 1.24600 1.77422
O: 1.02448 0.57653 2.20934
C: -0.44307 -0.35120 -0.15961
N: 1.06050 -0.65066 -0.36651
C: 1.22705 -1.75909 -1.35970
C: 0.19402 -1.64498 -2.54780
H: -2.15221 2.58841 0.31956
H: -2.58509 1.08631 0.90571
H: -0.06825 1.64360 -0.35160
H: 0.15432 2.33773 1.86452
H: -0.94209 0.91121 2.59964
H: 0.84700 -0.38477 2.06099
H: -0.69289 -1.20300 0.64783
H: -1.10373 -0.54343 -1.04374
H: 1.47870 0.19279 -0.70872
H: 2.33100 -1.61326 -1.69359
H: 1.00820 -2.70693 -0.76245
H: 0.58646 -2.42264 -3.25008
H: -0.81314 -1.92722 -2.50340
H: 0.33459 -0.74008 -3.15223

Forces on the atoms, in the same order (eV/Å):
2.52 -1.77 -1.53
-0.07 -0.96 -0.20
0.79 1.27 2.48
-0.83 -1.07 -0.99
0.14 -2.19 1.54
-2.48 -0.17 -0.33
-0.69 1.16 0.79
3.96 -1.32 -1.82
-0.09 0.73 0.46
-1.37 -0.17 1.17
0.14 0.69 0.05
-1.09 -1.25 0.40
0.60 1.09 -1.82
0.63 1.04 0.05
-0.17 1.90 -1.50
0.79 0.27 0.72
0.35 0.39 -0.35
-2.02 -0.97 0.27
0.75 0.94 -1.08
-0.21 0.34 0.17
-1.43 -0.08 0.99
-0.24 0.16 0.54

---

The following is a quantum chemistry calculation of a 2-piece molecular cluster, C5H14N2O overall at a distorted geometry, from the OMol25 dataset.

Its net charge is 0. For the LUMO energy, the calculation gives 1.00 eV. The SMILES is CN[C@@H](C)O.C=NC. As for the total energy: -383.59203 hartree. The largest force on an atom comes out at 2.7 eV Å⁻¹. As for the gap between HOMO and LUMO: 9.9 eV.

Element x y z (Å)
C: 0.82589 1.20177 -0.37778
C: -1.92229 -0.82486 1.40482
C: -1.71807 -1.54838 -0.80452
C: 1.86676 -1.08958 -0.43740
C: -0.11068 2.06874 0.44480
N: -2.02754 -0.53654 0.16040
N: 0.97504 -0.20332 0.30163
O: 2.10471 1.76640 -0.54563
H: 2.07922 2.72599 -0.47964
H: 1.36827 -0.06220 1.23057
H: 0.39033 1.00447 -1.36588
H: -1.92776 -1.85952 1.77694
H: -2.28230 -0.08881 2.11525
H: -0.70060 -1.33759 -1.15709
H: -1.75696 -2.56932 -0.39705
H: -2.39118 -1.44737 -1.65798
H: 1.65913 -1.04525 -1.50814
H: 1.65587 -2.13334 -0.21194
H: 2.93998 -0.89123 -0.34806
H: -0.21873 3.05162 -0.01459
H: -1.10213 1.62475 0.42293
H: 0.29304 2.19357 1.44835

Forces on the atoms, in the same order (eV/Å):
-0.05 -2.19 1.20
-2.17 -0.19 -1.60
0.18 -0.14 -0.19
0.02 -0.11 -0.66
0.21 -0.11 -0.46
0.39 0.03 1.78
0.14 2.24 -1.15
0.49 0.05 0.01
-0.20 -0.06 0.03
-0.16 0.20 -0.14
0.04 -0.15 0.13
0.77 0.05 -0.13
0.54 0.32 0.18
-0.18 -0.16 0.00
0.03 0.06 -0.10
0.00 -0.12 0.07
-0.15 0.34 -0.08
0.11 -0.09 0.47
-0.08 0.03 0.22
0.19 0.14 -0.05
0.05 -0.11 0.34
-0.18 -0.04 0.16

---

The following is a quantum chemistry calculation of the molecule C5H14N2O at a distorted geometry, from the OMol25 dataset.

Its net charge is 0. For the LUMO energy, the calculation gives 0.85 eV. The SMILES is CC[C@@H](N)CNCO. As for the total energy: -383.62153 hartree. The largest force on an atom comes out at 3.1 eV Å⁻¹. As for the gap between HOMO and LUMO: 9.6 eV.

Element x y z (Å)
C: 0.53919 0.22829 -0.61159
N: 0.83588 1.14688 0.51838
C: -0.16349 2.13946 0.78566
O: -0.30648 2.95084 -0.36110
C: 0.77433 -1.18731 -0.16637
C: -0.28648 -1.69594 0.80184
C: -1.74880 -1.62925 0.45607
N: 0.70525 -2.11968 -1.35527
H: -0.51725 0.37592 -0.85426
H: 1.08232 0.61344 -1.47676
H: 1.78042 1.49618 0.49400
H: -1.10398 1.60637 0.99774
H: 0.01305 2.67523 1.72651
H: -0.92901 3.67867 -0.22446
H: 1.82005 -1.32526 0.11788
H: 0.09230 -2.65386 1.18785
H: -0.14545 -1.16557 1.75018
H: -2.34383 -2.05030 1.27322
H: -2.11094 -0.64025 0.19776
H: -2.06357 -2.37297 -0.29278
H: 1.28133 -1.75060 -2.09024
H: -0.26497 -2.27296 -1.59998

Forces on the atoms, in the same order (eV/Å):
-0.29 1.76 1.16
-0.60 -0.12 0.45
-0.13 -1.14 0.24
-0.12 0.86 -0.24
-0.35 -1.52 -2.68
1.86 0.32 2.23
-0.64 -1.62 -0.29
-0.03 0.19 1.34
0.07 -0.13 -0.11
0.21 -0.73 -0.23
-0.05 0.24 -0.05
0.01 -0.06 -0.31
0.58 0.31 -0.37
0.11 -0.26 0.13
-0.28 0.23 0.96
-0.67 -0.40 -0.78
-0.14 0.67 -0.16
0.18 0.63 0.41
-0.04 0.04 -0.02
0.37 0.54 -0.53
-0.29 -0.01 -0.59
0.24 0.19 -0.57

---

What did the second record say?
The following is a quantum chemistry calculation of a 2-piece molecular cluster, C5H14N2O overall at a distorted geometry, from the OMol25 dataset.

Its net charge is 0. For the LUMO energy, the calculation gives 0.90 eV. The SMILES is [H]/N=C/N.COC(C)C. As for the total energy: -383.61008 hartree. The largest force on an atom comes out at 3.3 eV Å⁻¹. As for the gap between HOMO and LUMO: 9.8 eV.

Element x y z (Å)
C: -2.45803 0.67166 -0.06277
C: 0.67704 -0.67302 -0.52756
C: 1.01360 1.28849 1.26168
C: 0.40310 -1.73894 0.51309
C: 2.13244 -0.57975 -0.94143
N: -3.03030 -0.43679 -0.34498
N: -2.05139 1.52130 -1.04065
O: 0.30726 0.74662 0.18782
H: -3.50591 -0.84970 0.45050
H: -2.29413 1.04692 0.95516
H: 0.05261 -0.82766 -1.40758
H: -1.16309 1.97289 -0.86915
H: -2.14486 1.17115 -1.98176
H: 2.10373 1.17122 1.20146
H: 0.67938 0.86093 2.21607
H: 0.80712 2.36623 1.25651
H: 2.77161 -0.43774 -0.07300
H: 0.62152 -2.71922 0.08590
H: 1.01643 -1.59454 1.39920
H: -0.64694 -1.72194 0.79909
H: 2.42584 -1.49514 -1.45710
H: 2.28299 0.25703 -1.62053

Forces on the atoms, in the same order (eV/Å):
-0.54 -0.71 0.22
0.78 1.91 2.41
0.43 -0.45 0.21
-0.16 0.08 -0.36
-0.34 0.05 -0.03
-0.28 0.41 -0.14
0.38 0.56 -0.32
-0.26 -2.06 -2.51
0.39 -0.04 0.19
-0.07 -0.03 -0.20
-0.43 0.81 0.31
-0.13 -0.06 0.04
-0.08 -0.17 0.03
-0.06 -0.03 -0.07
0.07 0.08 0.03
0.00 -0.20 0.08
0.10 -0.11 0.02
0.04 -0.07 0.06
0.13 0.01 0.04
-0.02 0.01 -0.01
0.05 -0.04 0.04
0.00 0.04 -0.05